Below is a structure of composition C29H15ClF4IN7O6PtS at a distorted geometry, with properties calculated with ωB97M-V/def2-TZVPD.

Values from the calculation:
HOMO energy in eV: -14.264
Maximum force in eV/Å: 1.0
M in u: 1023.0
Energy above the lowest of the compared OMol25 structures with the same formula, charge and spin in eV: 0.1744
LUMO energy in eV: -8.5
Net charge: +2

Last column: natural (NBO) charge in e.
Geometry (Å):
Pt: -0.79663 0.71973 -0.98601  1.42
C: 3.52859 7.02716 -3.04410  -0.64
C: 2.97479 5.93508 -2.17704  0.05
C: 1.62575 5.90690 -1.82605  -0.22
C: 1.11644 4.90505 -1.01625  -0.13
C: 1.96932 3.90795 -0.56583  -0.41
C: 3.32079 3.90743 -0.89935  -0.16
C: 3.80983 4.92240 -1.70041  -0.20
S: 1.42559 2.65484 0.52717  2.33
O: 1.28722 3.14545 1.86041  -0.89
O: 2.14992 1.45238 0.24499  -0.93
N: -0.15858 2.36959 -0.01065  -0.81
C: -1.24289 2.39671 0.83087  0.40
C: -1.57613 3.05728 2.00864  -0.26
C: -2.76307 2.68134 2.60175  -0.07
C: -3.57799 1.66668 2.07405  -0.24
C: -3.20120 1.03774 0.91667  0.05
N: -2.08684 1.48280 0.30406  -0.42
H: 2.79228 7.80751 -3.22451  0.23
H: 3.84720 6.62798 -4.00830  0.24
H: 4.40284 7.48141 -2.57785  0.25
H: 0.96798 6.69193 -2.17741  0.23
H: 0.07027 4.91171 -0.73689  0.22
H: 3.97718 3.12828 -0.53446  0.25
H: 4.86231 4.93521 -1.95569  0.24
H: -0.90805 3.78434 2.44224  0.29
H: -3.06251 3.16215 3.52402  0.26
H: -4.48981 1.37002 2.57168  0.27
H: -3.74768 0.23268 0.44412  0.26
O: -1.07637 -1.32328 -3.87751  -0.79
Cl: -1.29542 -1.93910 -2.62165  2.53
O: -2.24453 -2.97452 -2.63655  -0.72
O: -1.93449 -0.83335 -1.70810  -0.87
O: -0.06877 -2.32309 -1.99341  -0.82
F: -1.46569 -5.47939 1.73775  -0.26
C: -0.26822 -5.26740 1.22335  0.35
C: 0.50433 -6.32182 0.88957  0.41
F: 0.04270 -7.53078 1.08634  -0.24
C: 1.82381 -6.16142 0.30683  -0.13
C: 2.24677 -4.78699 0.11322  0.47
C: 1.45914 -3.74561 0.43950  0.28
F: 1.90421 -2.50660 0.25269  -0.28
C: 0.15434 -3.91640 1.00262  0.05
C: -0.65960 -2.83429 1.31361  -0.35
C: -0.35864 -1.52702 0.91717  0.59
N: -0.17651 -0.44496 0.54959  -0.48
C: -1.93547 -2.89810 1.96225  0.25
N: -2.99002 -2.83187 2.41454  -0.22
F: 3.43578 -4.54961 -0.38740  -0.25
C: 2.61087 -7.22114 -0.03167  -0.04
C: 3.91618 -7.08271 -0.60378  0.20
N: 4.97975 -7.02318 -1.03449  -0.12
C: 2.21832 -8.58666 0.13767  0.20
N: 1.90154 -9.68707 0.23351  -0.11
I: 1.23712 1.01922 -2.95891  0.56
C: -0.55199 1.88698 -3.55234  0.08
C: -0.84717 2.44301 -4.77405  -0.24
C: -2.14170 2.90705 -4.96673  -0.08
C: -3.07853 2.79638 -3.94747  -0.22
C: -2.70767 2.22466 -2.74963  0.09
N: -1.45068 1.79305 -2.56657  -0.46
H: -0.09822 2.49497 -5.55148  0.27
H: -2.41993 3.34396 -5.91656  0.26
H: -4.09387 3.14135 -4.07880  0.27
H: -3.39384 2.10505 -1.92475  0.24